(1)
The following is a DFT calculation (wB97M-V/def2-TZVPD) of a molecular structure, C35H43HgN5O2SSb.

Each line ends with the Mulliken charge.
Atoms and positions in Å:
C1 -2.071 4.311 4.894  -0.334
C2 1.649 -2.796 0.770  -1.256
C3 -0.409 6.415 -1.109  -0.906
H1 -1.095 5.553 3.444  0.464
H2 -0.173 -5.520 -3.230  0.186
C4 -1.112 -3.122 -4.434  -1.188
C5 -0.976 -3.508 -2.962  0.374
H3 -0.339 0.850 4.619  0.037
C6 -2.397 2.490 2.821  -0.682
H4 3.643 -1.626 -2.386  0.373
H5 -1.824 -3.073 -2.421  0.241
H6 0.215 0.178 6.093  0.303
H7 2.193 -2.399 -4.253  -0.086
Hg1 0.899 1.193 -0.605  0.180
C7 -0.757 -0.414 2.365  -0.437
H8 1.754 -5.491 0.518  0.463
H9 1.495 -4.759 -4.483  0.235
H10 3.532 2.747 -5.140  0.342
C8 2.339 -3.064 -3.395  0.727
H11 1.197 -5.662 -1.148  0.280
H12 2.764 4.312 -3.706  0.181
Sb1 0.711 -2.432 -2.092  0.222
C9 -1.949 -1.614 0.842  -0.825
H13 -1.259 -2.046 -4.558  0.166
C10 -1.769 3.713 2.577  0.615
H14 1.157 -1.830 0.895  0.106
H15 2.724 -4.852 -0.800  0.207
H16 2.467 -5.219 -3.087  0.184
C11 1.693 2.621 -4.002  0.649
H17 -0.122 0.451 2.536  0.432
H18 -1.931 -5.434 -3.206  0.489
H19 1.642 -3.311 1.737  0.439
H20 2.368 6.369 -3.017  0.309
C12 -2.518 1.610 8.985  -1.171
H21 -2.067 0.652 9.235  0.321
H22 3.877 -3.294 -1.864  0.255
H23 -2.299 -1.697 -0.182  0.497
C13 -0.424 -1.212 4.755  0.094
O1 -1.077 1.739 7.079  -0.565
C14 1.489 6.016 -2.496  -0.811
C15 2.395 0.986 -5.595  -0.586
H24 -1.730 4.898 -1.757  0.245
H25 -0.526 0.273 -4.079  0.420
C16 -2.871 2.189 4.088  -0.280
C17 2.380 -4.500 -3.902  -1.280
H26 -2.849 -3.453 1.495  0.492
H27 2.693 -2.595 0.513  0.325
C18 -2.253 -2.595 1.778  -0.368
C19 -1.760 -2.457 3.063  -0.570
H28 -1.958 5.021 5.703  0.440
H29 1.004 -0.663 -5.801  0.476
H30 -3.385 1.253 4.269  0.483
O2 -0.297 -2.190 5.470  -0.682
C20 -0.997 -1.339 3.372  0.808
H31 3.105 0.617 -6.324  0.415
C21 -0.774 4.963 -1.208  0.537
H32 -2.534 1.792 2.005  0.486
H33 -1.056 7.059 -0.529  0.402
N1 -0.066 0.035 5.138  -0.170
C22 -2.728 3.108 5.123  0.039
C23 1.233 0.272 -5.309  -0.341
H34 0.971 7.931 -1.671  0.412
C24 0.978 -3.652 -0.305  0.811
C25 -1.087 4.422 0.131  -0.537
S1 -3.472 2.799 6.701  -0.239
N2 0.138 4.097 -1.924  -0.139
H35 -0.057 -3.843 0.000  0.169
C26 -1.397 4.092 1.242  -0.263
H36 -1.934 -3.200 3.831  0.484
H37 -1.969 -3.626 -4.893  0.451
N3 -1.217 -0.542 1.125  -0.141
C27 -1.587 4.609 3.632  -0.735
C28 1.698 -4.987 -0.454  -1.437
H38 3.250 -4.643 -4.554  0.477
C29 0.381 0.799 -4.359  -0.520
C30 1.116 4.616 -2.560  0.781
C31 3.657 -2.664 -2.729  -1.588
N4 0.595 1.946 -3.713  -0.220
H39 -0.226 -3.402 -5.010  0.215
C32 0.702 6.885 -1.741  -0.402
C33 2.636 2.171 -4.940  -0.705
H40 4.491 -2.772 -3.428  0.445
H41 -1.021 -5.287 -1.704  0.279
C34 -1.020 -5.018 -2.761  -1.420
H42 -3.595 1.575 9.134  0.395
C35 -2.151 1.966 7.567  0.778
H43 -2.098 2.372 9.643  0.300
N5 1.949 3.835 -3.364  -0.055

## Properties
2S+1: 2
Electronic energy (Eh): -2575.5144

(2)
The following is a DFT calculation (wB97M-V/def2-TZVPD) of a molecular structure, C35H43IN7O4PS3Ti.

Each line ends with the Mulliken charge.
Atoms and positions in Å:
N1 1.439 2.941 -0.650  0.611
N2 -3.420 -2.228 -1.558  -0.421
N3 4.694 1.337 -1.689  -0.429
H1 0.777 -3.206 -4.358  0.327
N4 -1.964 -2.123 -3.377  -0.106
Ti1 1.391 0.818 -0.975  0.283
H2 0.157 -2.176 -1.714  -1.273
I1 3.946 3.993 3.373  -0.803
H3 -0.728 -2.866 -0.214  -0.271
H4 -0.852 -5.320 0.126  0.412
S1 1.437 5.411 -1.352  -0.309
H5 0.146 3.583 3.724  0.444
C1 0.864 0.978 5.144  -0.802
O1 0.027 -0.850 -4.080  -0.881
O2 1.586 0.065 -2.803  -0.583
C2 -2.799 2.665 -2.540  -0.992
O3 3.006 0.626 -0.289  0.683
C3 2.245 1.057 5.073  -0.632
H6 3.042 -2.281 -2.092  0.292
C4 -4.478 0.650 2.015  -0.751
C5 0.819 -0.015 2.953  -0.407
C6 0.217 -3.005 3.022  -0.673
N5 2.177 -2.233 -1.570  -0.221
C7 0.749 -3.482 -3.302  -1.440
H7 0.341 1.357 6.012  0.415
C8 0.876 -0.927 -3.182  0.035
C9 -4.073 -0.554 2.575  -0.804
H8 0.921 2.089 1.935  -0.299
H9 -3.872 2.397 0.926  0.460
C10 -0.235 -5.211 2.177  -0.818
H10 5.581 1.820 -1.700  0.286
H11 -3.246 1.717 -2.835  0.364
H12 -0.092 6.006 3.323  0.400
H13 -1.268 -1.550 -3.898  0.331
C11 -1.818 -3.556 -3.635  -1.430
H14 0.532 -2.362 3.834  0.437
H15 -3.609 -1.879 -0.633  0.145
H16 -3.012 2.882 -1.495  0.173
C12 5.162 0.686 0.606  -1.106
C13 0.930 5.036 0.270  1.138
H17 6.209 0.937 0.535  0.257
H18 0.098 1.817 -4.594  0.222
P1 -0.091 -0.650 1.554  0.187
H19 -1.226 2.937 -5.024  0.555
H20 2.167 -2.941 -0.849  0.279
H21 -2.719 -4.094 -3.336  0.488
N6 -2.343 -0.262 -2.084  0.243
H22 2.807 1.533 5.864  0.407
C14 -2.549 -1.554 -2.340  0.904
C15 1.717 3.728 -1.680  0.213
C16 0.205 5.354 2.513  -0.883
C17 -0.108 -2.453 1.785  0.160
H23 -0.938 0.442 4.120  0.324
C18 0.144 0.460 4.077  -0.241
C19 0.325 3.984 2.736  -0.815
C20 0.741 3.133 1.729  1.078
C21 0.154 -4.379 3.215  -0.835
H24 -0.280 -6.282 2.326  0.405
C22 1.024 3.659 0.479  -1.641
H25 -3.173 3.479 -3.162  0.513
C23 -3.560 1.448 1.344  -0.721
H26 -1.521 1.655 0.689  0.451
C24 0.522 5.895 1.280  -0.397
H27 -2.435 -1.897 2.910  0.520
O4 -0.660 1.358 -1.881  1.047
H28 -0.710 -4.247 -1.912  -0.614
H29 -5.507 0.970 2.109  0.413
S2 2.251 3.171 -3.183  -0.444
H30 -2.744 0.147 -1.253  -0.003
C25 4.342 0.901 -0.417  0.633
C26 2.213 0.037 2.894  0.546
H31 -1.763 -3.654 -4.720  0.378
H32 4.786 0.307 1.538  0.087
S3 -1.018 2.597 -2.706  0.595
C27 -0.940 2.082 -4.410  -1.170
H33 0.417 -4.797 4.178  0.435
H34 0.475 6.964 1.113  0.404
H35 3.988 0.722 3.885  0.433
H36 3.983 1.878 -2.169  0.019
C28 -2.749 -0.960 2.464  -0.718
C29 -0.491 -3.296 0.748  1.022
H37 -0.538 -5.221 -3.357  0.566
H38 2.733 -0.286 2.001  0.146
C30 1.002 -2.245 -2.404  1.789
N7 0.358 -0.194 0.111  1.309
H39 -4.785 -1.174 3.105  0.446
H40 -3.553 -3.212 -1.699  0.228
C31 -0.558 -4.668 0.940  -0.923
H41 -1.593 1.227 -4.573  0.325
C32 -1.827 -0.165 1.786  0.525
H42 1.566 -4.185 -3.132  0.492
C33 -2.239 1.041 1.221  -0.383
C34 2.917 0.593 3.949  -0.840
H43 -1.543 0.258 -2.461  -0.760
C35 -0.577 -4.189 -2.997  0.560

## Properties
2S+1: 1
Electronic energy (Eh): -4727.0269

(3)
The following is a DFT calculation (wB97M-V/def2-TZVPD) of a molecular structure, C35H43N10O3PS4W.

Each line ends with the Mulliken charge.
Atoms and positions in Å:
C1 -2.554 4.008 -2.918  0.251
C2 0.509 -3.490 2.087  0.925
H1 -4.706 -1.109 -0.585  0.247
H2 -0.675 2.471 1.015  0.392
N1 -2.403 5.221 -2.419  -0.290
H3 -5.474 -1.919 6.273  0.269
C3 3.620 1.965 2.337  -0.852
H4 -1.372 -1.426 -3.729  0.384
N2 -0.893 -2.606 0.484  1.499
S1 -2.395 7.895 -2.508  1.183
H5 -1.666 4.242 -0.411  0.729
H6 4.595 -3.011 -2.320  0.505
C4 -3.158 3.783 -4.139  -0.645
H7 3.980 -1.775 -3.397  0.345
C5 0.664 -2.040 -3.237  0.643
H8 0.694 2.630 4.768  0.488
C6 2.404 1.298 2.164  0.105
P1 1.338 -1.030 -1.775  0.816
C7 1.348 1.550 3.033  0.466
H9 3.121 -3.306 -3.221  0.276
O1 -2.498 7.753 -1.069  -0.671
N3 -3.959 -1.715 -0.878  -0.377
H10 -3.298 2.797 -4.560  0.384
H11 -1.003 -4.614 0.868  0.524
C8 1.517 2.452 4.086  -0.931
H12 2.243 -2.831 0.410  -0.109
H13 -4.068 4.831 -5.784  0.411
C9 -2.942 -2.268 4.202  -0.323
C10 1.856 0.608 -2.585  1.254
C11 -1.723 -1.591 6.445  -0.489
H14 2.411 -5.013 4.409  0.459
H15 3.361 1.570 -3.749  0.501
C12 -1.019 2.243 0.018  -1.020
C13 1.746 -1.922 3.215  -0.745
C14 -1.026 -1.721 5.263  -0.115
H16 1.210 1.925 -0.920  0.063
H17 1.774 2.740 -2.369  0.492
H18 0.710 -5.535 2.633  0.562
C15 -3.593 4.916 -4.812  -0.360
C16 2.917 -1.998 -1.475  0.613
H19 1.041 0.770 -3.293  0.114
C17 3.185 0.570 -3.348  -2.069
H20 4.011 0.341 -2.673  0.375
C18 1.933 1.877 -1.718  -1.804
N4 0.855 -2.199 2.253  1.897
H21 4.434 1.761 1.652  0.497
H22 2.839 3.823 5.056  0.393
H23 -3.454 -2.580 3.297  0.368
H24 2.919 1.973 -1.266  0.537
O2 -3.333 8.810 -3.114  -0.669
S2 2.245 0.102 0.888  0.095
C19 -2.852 -1.779 -0.102  0.643
C20 -3.663 -2.070 5.393  0.339
C21 3.773 2.873 3.368  -0.753
N5 -1.642 -2.072 4.127  0.172
C22 2.719 3.114 4.247  -0.639
N6 -5.023 -2.251 5.437  -0.471
C23 2.594 -3.177 -0.555  -0.905
S3 -0.217 0.776 2.824  -0.524
N7 -0.857 0.973 -0.393  1.584
H25 4.715 3.390 3.494  0.393
W1 -0.063 -0.709 0.932  1.029
C24 1.035 -4.522 2.831  -1.063
C25 -2.851 6.255 -3.138  0.036
H26 -4.200 -2.529 -1.421  0.276
H27 1.832 -3.829 -0.994  0.179
H28 3.044 -2.616 4.752  0.531
H29 -2.159 1.285 -3.465  0.396
H30 -1.211 -1.344 7.368  0.377
N8 -3.451 6.142 -4.334  -0.482
C26 -1.297 0.681 -1.624  -0.814
N9 -3.045 -1.752 6.520  -0.618
H31 -1.235 -0.354 -1.921  0.254
C27 1.101 -1.575 -4.629  -1.688
N10 -1.998 -2.739 -0.344  -2.098
H32 -1.283 -2.521 -2.335  0.027
C28 -0.511 -3.672 1.076  -0.940
H33 3.490 -3.780 -0.390  0.591
H34 3.209 -0.116 -4.187  0.283
H35 3.566 -1.314 -0.930  0.562
H36 1.122 -3.014 -3.055  0.285
O3 -1.035 7.958 -3.023  -0.677
C29 2.325 -2.905 3.999  -0.680
C30 3.682 -2.537 -2.688  -1.744
H37 0.747 -0.569 -4.853  0.296
H38 -5.546 -2.157 4.584  0.220
H39 2.176 -1.607 -4.777  0.248
H40 2.001 -0.884 3.361  0.124
H41 0.653 -2.246 -5.366  0.497
H42 0.039 -1.529 5.223  0.245
C31 1.972 -4.229 3.808  -0.875
H43 -1.031 -3.131 -3.961  0.583
C32 -1.572 3.226 -0.771  -0.696
C33 -1.849 1.607 -2.479  -0.794
C34 -0.846 -2.283 -3.298  -1.660
S4 -2.634 -0.615 1.159  -0.519
C35 -1.994 2.924 -2.060  0.878

## Properties
2S+1: 3
Electronic energy (Eh): -4134.0180

The lowest 2S+1 belongs to which entry? C35H43IN7O4PS3Ti

Among the records above, which one has the lowest 2S+1? C35H43IN7O4PS3Ti

Which of these has the highest 2S+1? C35H43N10O3PS4W